This record from OMol25 describes a 12-piece molecular cluster, C94H224Cl2N5O10P4 overall. The level of theory is ωB97M-V/def2-TZVPD.

Structure (XYZ):
```
339
Properties=species:S:1:pos:R:3
C -2.86 8.71 8.55
C -1.47 8.35 9.26
C -1.67 7.06 10.08
C -2.00 5.95 9.12
P -2.17 4.30 9.89
C -0.79 4.09 11.02
C -0.57 2.78 11.78
C 0.28 3.00 13.05
C -0.52 3.80 14.11
C -3.69 4.08 10.83
C -4.93 4.64 10.07
C -6.23 4.64 10.91
C -6.61 3.26 11.48
C -2.15 3.05 8.57
C -2.45 1.55 8.94
C -2.03 0.64 7.79
C -0.52 0.37 7.67
H -3.02 8.01 7.73
H -2.85 9.72 8.09
H -3.74 8.77 9.23
H -1.23 9.19 9.86
H -0.73 8.20 8.48
H -2.40 7.29 10.86
H -0.76 6.76 10.60
H -1.21 5.91 8.32
H -2.89 6.12 8.56
H -0.99 4.99 11.61
H 0.17 4.24 10.41
H -0.01 2.09 11.08
H -1.47 2.33 12.15
H 1.12 3.59 12.77
H 0.64 2.04 13.43
H 0.12 4.28 14.82
H -1.25 3.13 14.65
H -1.19 4.62 13.60
H -3.44 4.61 11.77
H -3.72 2.98 10.95
H -5.12 4.02 9.16
H -4.75 5.64 9.67
H -7.03 5.11 10.34
H -6.11 5.33 11.71
H -7.52 3.31 12.00
H -5.82 2.81 12.10
H -6.74 2.54 10.60
H -1.20 3.11 8.08
H -2.93 3.42 7.93
H -3.56 1.44 9.03
H -2.02 1.32 9.90
H -2.42 1.05 6.78
H -2.53 -0.32 7.95
H -0.04 1.35 7.69
H -0.35 -0.14 6.70
H -0.13 -0.19 8.51
C -6.77 -5.62 4.46
C -6.69 -5.55 2.89
C -6.67 -6.90 2.21
C -6.76 -7.08 0.71
P -5.65 -8.49 0.26
C -3.92 -8.21 0.89
C -3.26 -6.94 0.64
C -1.81 -6.89 1.09
C -0.91 -5.84 0.37
C -6.33 -9.91 1.06
C -7.81 -10.16 0.89
C -8.39 -11.18 1.91
C -9.88 -11.46 1.78
C -5.58 -8.81 -1.51
C -5.00 -7.65 -2.36
C -5.76 -7.30 -3.67
C -4.89 -6.19 -4.22
H -5.88 -6.02 4.99
H -7.63 -6.27 4.76
H -6.98 -4.63 4.88
H -5.79 -4.96 2.57
H -7.62 -5.08 2.54
H -7.44 -7.56 2.64
H -5.70 -7.33 2.52
H -6.29 -6.26 0.13
H -7.75 -7.30 0.28
H -3.33 -9.00 0.48
H -4.02 -8.42 1.98
H -3.80 -6.10 1.05
H -3.23 -6.79 -0.44
H -1.33 -7.84 0.97
H -1.77 -6.61 2.18
H -1.36 -4.76 0.34
H -0.79 -6.13 -0.68
H 0.12 -5.72 0.80
H -5.94 -9.87 2.11
H -5.72 -10.68 0.56
H -8.09 -10.50 -0.10
H -8.30 -9.20 1.09
H -8.16 -10.90 2.91
H -7.85 -12.14 1.70
H -10.19 -12.23 2.48
H -10.18 -11.67 0.76
H -10.40 -10.53 2.02
H -6.60 -8.94 -1.82
H -4.98 -9.71 -1.68
H -3.94 -7.94 -2.56
H -4.91 -6.73 -1.82
H -6.80 -7.02 -3.47
H -5.71 -8.16 -4.31
H -4.37 -5.59 -3.42
H -5.51 -5.46 -4.80
H -4.05 -6.53 -4.85
C 5.69 -8.82 -1.06
C 6.58 -8.21 -2.14
C 7.55 -7.03 -1.68
C 8.35 -6.43 -2.85
P 9.49 -5.09 -2.34
C 8.37 -3.75 -1.95
C 7.86 -3.61 -0.51
C 6.79 -2.53 -0.24
C 6.18 -2.63 1.12
C 10.61 -5.39 -0.92
C 11.53 -4.14 -0.70
C 12.21 -4.07 0.66
C 11.27 -3.47 1.76
C 10.37 -4.62 -3.81
C 11.37 -5.61 -4.46
C 11.73 -5.38 -5.94
C 10.63 -5.82 -6.98
H 5.28 -9.72 -1.55
H 5.01 -8.09 -0.65
H 6.39 -9.19 -0.30
H 5.90 -7.70 -2.84
H 7.02 -8.99 -2.75
H 8.28 -7.24 -0.86
H 6.83 -6.30 -1.32
H 7.80 -6.01 -3.72
H 8.98 -7.19 -3.30
H 7.53 -3.87 -2.71
H 8.89 -2.85 -2.36
H 8.73 -3.46 0.15
H 7.51 -4.61 -0.14
H 6.04 -2.71 -1.01
H 7.18 -1.56 -0.43
H 6.81 -2.24 1.89
H 5.93 -3.68 1.34
H 5.29 -2.01 1.15
H 11.23 -6.27 -1.19
H 10.01 -5.57 -0.03
H 10.96 -3.21 -0.81
H 12.35 -4.13 -1.43
H 13.13 -3.45 0.63
H 12.48 -5.06 0.96
H 10.38 -4.15 1.95
H 10.93 -2.49 1.63
H 11.85 -3.49 2.70
H 11.00 -3.73 -3.59
H 9.53 -4.39 -4.49
H 10.93 -6.65 -4.40
H 12.35 -5.49 -4.00
H 12.70 -5.77 -6.17
H 11.83 -4.27 -6.00
H 10.35 -6.81 -6.71
H 10.99 -5.68 -7.98
H 9.69 -5.24 -6.90
C -2.43 -2.46 -10.77
C -1.26 -2.03 -9.92
C -1.36 -2.76 -8.53
C -0.22 -2.34 -7.63
P -0.61 -2.82 -5.97
C -0.84 -4.61 -5.92
C 0.33 -5.57 -6.11
C 0.00 -7.03 -5.81
C -1.16 -7.56 -6.73
C 0.76 -2.42 -4.80
C 0.41 -2.79 -3.35
C 0.40 -1.53 -2.40
C 1.67 -0.81 -2.02
C -2.22 -2.19 -5.37
C -2.54 -0.77 -5.74
C -2.02 0.31 -4.72
C -2.78 0.28 -3.38
H -3.38 -2.33 -10.17
H -2.40 -3.53 -11.02
H -2.45 -1.84 -11.68
H -1.13 -0.96 -9.82
H -0.29 -2.24 -10.38
H -1.35 -3.85 -8.70
H -2.33 -2.49 -8.08
H 0.02 -1.28 -7.67
H 0.67 -2.89 -7.79
H -1.66 -4.89 -6.65
H -1.40 -4.73 -4.99
H 1.15 -5.24 -5.48
H 0.77 -5.43 -7.14
H -0.32 -7.14 -4.80
H 0.93 -7.67 -5.84
H -1.99 -6.85 -6.64
H -1.51 -8.50 -6.31
H -0.86 -7.77 -7.75
H 1.07 -1.38 -4.93
H 1.58 -3.03 -5.15
H 1.12 -3.61 -3.03
H -0.55 -3.25 -3.21
H -0.10 -1.83 -1.48
H -0.27 -0.82 -2.91
H 2.30 -0.69 -2.91
H 2.28 -1.42 -1.36
H 1.47 0.17 -1.55
H -2.32 -2.47 -4.35
H -2.85 -2.87 -5.92
H -3.63 -0.57 -5.82
H -2.20 -0.53 -6.75
H -2.11 1.27 -5.20
H -0.94 0.18 -4.52
H -3.87 0.12 -3.67
H -2.73 1.22 -2.86
H -2.55 -0.54 -2.69
C 4.33 12.90 -5.82
O 3.80 12.38 -6.76
C 3.78 12.40 -8.29
C 2.43 13.11 -8.62
N 1.13 12.40 -8.40
H 1.10 11.65 -7.70
H 0.36 12.99 -8.06
C 0.48 11.98 -9.77
C 0.58 10.45 -10.11
O 0.21 9.63 -8.98
C -0.90 8.80 -8.95
H 3.64 15.98 -5.42
H 5.21 13.57 -5.68
H 3.82 12.66 -4.84
H 4.06 11.40 -8.64
H 4.55 13.09 -8.71
H 2.62 13.43 -9.63
H 2.44 13.95 -7.98
H 1.03 12.40 -10.58
H -0.56 12.30 -9.74
H 1.59 10.19 -10.36
H -0.02 10.30 -10.97
H -1.33 8.66 -7.95
H -0.57 7.78 -9.39
H -1.68 9.08 -9.67
C 9.21 2.20 -3.71
O 9.24 1.88 -5.09
C 8.18 2.51 -5.76
C 8.50 3.86 -6.33
N 9.76 3.93 -7.14
H 10.48 3.78 -6.47
H 9.70 3.18 -7.86
C 10.00 5.11 -7.99
C 10.34 4.41 -9.34
O 9.42 3.30 -9.50
C 9.29 2.81 -10.87
H 8.19 2.20 -3.33
H 9.65 3.20 -3.64
H 9.88 1.49 -3.19
H 7.33 2.76 -5.17
H 7.83 1.84 -6.54
H 8.65 4.62 -5.58
H 7.64 4.13 -6.94
H 10.84 5.71 -7.68
H 9.05 5.64 -8.06
H 11.42 4.22 -9.44
H 10.12 5.14 -10.15
H 8.60 1.97 -10.74
H 10.21 2.49 -11.25
H 9.01 3.57 -11.62
C -7.06 1.68 4.71
O -8.02 1.85 3.70
C -8.28 3.20 3.40
C -9.36 3.66 4.48
N -10.35 2.54 4.67
H -10.01 1.64 4.39
H -10.81 2.52 5.59
C -11.56 2.73 3.77
C -12.35 1.41 3.88
O -11.47 0.33 3.65
C -11.84 -0.68 2.69
H -7.50 2.04 5.69
H -6.17 2.26 4.53
H -6.88 0.57 4.82
H -8.68 3.31 2.35
H -7.37 3.78 3.52
H -9.80 4.61 4.17
H -8.78 3.77 5.40
H -11.28 2.97 2.77
H -12.19 3.52 4.23
H -13.15 1.22 3.14
H -12.81 1.34 4.89
H -10.98 -1.28 2.68
H -11.97 -0.10 1.80
H -12.82 -1.10 3.02
C -0.75 3.69 -1.04
O -1.55 2.71 -0.50
C -1.79 2.84 0.89
C -2.23 1.46 1.32
N -2.64 1.43 2.78
H -1.72 1.72 3.23
H -3.34 2.25 3.02
C -3.24 0.24 3.42
C -2.22 -0.75 3.91
O -1.22 -1.11 2.94
C -0.08 -1.60 3.58
H -1.21 3.95 -2.03
H 0.35 3.45 -1.17
H -0.64 4.55 -0.41
H -2.51 3.64 1.06
H -0.89 3.08 1.46
H -1.33 0.82 1.16
H -3.05 1.17 0.67
H -3.91 -0.15 2.69
H -3.89 0.68 4.23
H -2.69 -1.68 4.26
H -1.71 -0.26 4.80
H 0.59 -1.89 2.76
H -0.21 -2.48 4.26
H 0.48 -0.75 4.10
C -2.51 7.94 2.19
O -1.50 7.30 2.99
C -2.09 6.13 3.47
C -1.05 5.33 4.24
N 0.29 5.31 3.44
H 0.64 4.32 3.43
H 0.03 5.51 2.42
C 1.31 6.23 3.99
C 2.47 6.47 2.98
O 2.75 5.25 2.28
C 4.07 4.79 2.42
H -2.97 7.31 1.48
H -1.96 8.80 1.78
H -3.33 8.22 2.80
H -2.55 5.56 2.67
H -2.96 6.36 4.19
H -1.22 4.31 4.36
H -0.96 5.76 5.20
H 1.69 5.78 4.94
H 0.90 7.23 4.32
H 3.32 6.80 3.61
H 2.26 7.19 2.16
H 4.66 5.30 1.66
H 4.05 3.68 2.32
H 4.46 5.08 3.42
Cl 0.04 2.25 4.03
Cl -4.69 3.99 3.45
```

Output
- Max |F|: 8.5 eV/Å
- 2S+1: 1
- HOMO level: -13.9 eV
- Lowest unoccupied orbital energy: -9.1 eV
- Charge: +7